{"formula": "C3H8FNS", "method": "ωB97M-V/def2-TZVPD", "symbols": ["H", "H", "C", "C", "S", "H", "H", "N", "F", "H", "H", "H", "H", "C"], "coordinates": [[0.814, 0.784, -1.419], [0.132, -1.453, 1.313], [0.429, -1.054, 0.411], [-0.901, 1.026, 0.816], [2.045, -0.296, 0.752], [-1.216, 0.549, 1.773], [-0.046, -0.393, -2.132], [-0.090, 0.337, -1.451], [-1.972, 1.749, 0.287], [-1.598, -0.603, -0.349], [0.631, -1.854, -0.292], [2.402, -0.350, -0.528], [-0.033, 1.664, 1.009], [-0.597, -0.106, -0.191]], "de_lowest_ev": 0.316, "orbital_gap_ha": 0.36753, "lumo_energy_ev": 0.733, "total_charge": 0, "e_homo_ev": -9.268}

{"formula": "C16H40IN3O4P", "method": "ωB97M-V/def2-TZVPD", "symbols": ["H", "C", "H", "C", "C", "H", "H", "H", "C", "H", "C", "O", "H", "H", "H", "H", "C", "H", "H", "H", "H", "O", "C", "H", "H", "H", "H", "H", "C", "I", "C", "C", "H", "H", "H", "O", "H", "H", "H", "H", "C", "H", "H", "H", "H", "H", "H", "H", "H", "C", "H", "C", "H", "H", "H", "N", "O", "C", "C", "P", "H", "C", "H", "N", "N"], "coordinates": [[4.752, 3.343, 5.458], [-1.888, -5.013, -5.451], [-2.337, -5.739, -4.766], [3.027, 1.981, 3.917], [-1.789, 1.235, -0.964], [0.047, -2.612, -6.493], [-3.912, 3.204, -1.973], [2.918, -0.364, 6.190], [-0.422, -5.390, -5.684], [-2.544, 4.211, -2.595], [-3.192, 3.993, -1.733], [0.197, -4.669, -6.737], [2.270, -0.552, 7.828], [3.710, 2.530, 3.262], [2.009, 2.353, 5.630], [-2.044, 2.186, 1.054], [-1.657, -3.412, -3.614], [3.644, 3.589, 6.797], [-0.280, -0.133, 1.905], [-1.749, -3.002, -5.597], [-3.770, 4.917, -1.566], [3.504, 1.055, 7.616], [-2.339, 3.697, -0.466], [1.126, -3.431, -5.326], [-1.478, -1.807, -2.214], [-0.082, 2.109, 5.146], [-0.638, 0.297, -5.406], [1.984, 1.205, 2.221], [1.737, 1.693, 3.168], [-3.160, 4.923, 1.184], [-1.751, -1.936, -3.263], [-0.276, 1.348, 4.380], [-1.943, -0.854, -5.746], [-0.864, 0.549, 4.829], [-2.771, -1.563, -3.386], [0.934, 0.780, 3.905], [-2.124, 0.366, -4.444], [-0.604, -3.706, -3.522], [-2.241, -3.991, -2.893], [0.638, 1.198, 0.163], [-1.425, -0.303, -4.952], [-2.549, 0.466, -1.204], [1.197, 2.615, 2.935], [-3.518, 1.986, 0.092], [1.627, 0.717, 6.794], [-0.853, 1.785, 3.561], [5.309, 1.866, 7.259], [0.176, -5.331, -4.769], [0.011, -0.639, -1.145], [0.764, -3.424, -6.356], [-2.411, -5.116, -6.406], [2.537, 0.175, 7.060], [-0.403, -6.439, -5.993], [3.486, 1.017, 4.166], [1.609, -3.227, -7.018], [-2.167, -3.667, -4.960], [-0.815, -1.187, -4.031], [-2.440, 2.222, 0.020], [3.923, 2.886, 6.007], [-0.440, 0.306, -0.170], [4.737, 0.846, 5.958], [4.418, 1.604, 6.681], [-1.294, 3.981, -0.634], [2.771, 2.776, 5.116], [-0.891, -0.503, 1.173]], "orbital_gap_ha": 0.20754, "lumo_energy_ev": 2.651, "total_charge": -1, "e_homo_ev": -2.996}

{"formula": "C6H10", "method": "ωB97M-V/def2-TZVPD", "symbols": ["H", "H", "H", "H", "H", "H", "H", "H", "H", "H", "C", "C", "C", "C", "C", "C"], "coordinates": [[-0.675, -2.060, -0.819], [-2.008, 0.715, 1.382], [2.420, -0.916, 0.268], [2.991, 0.443, -0.711], [0.007, -0.675, 1.144], [-1.694, -0.733, -1.399], [-2.080, -1.533, 0.138], [-1.676, 1.522, -0.161], [-0.588, 1.769, 1.216], [2.306, 0.744, 0.897], [2.218, 0.126, -0.004], [-1.210, 1.031, 0.699], [-0.389, -0.181, 0.247], [0.821, 0.700, -1.808], [-1.259, -1.190, -0.503], [0.816, 0.239, -0.587]], "de_lowest_ev": 3.345, "orbital_gap_ha": 0.35399, "lumo_energy_ev": 0.013, "total_charge": 0, "e_homo_ev": -9.620}

{"formula": "C13H22CoN5O3S2", "method": "ωB97M-V/def2-TZVPD", "symbols": ["C", "C", "H", "H", "H", "H", "H", "H", "C", "H", "C", "H", "N", "O", "H", "H", "S", "C", "C", "H", "H", "Co", "N", "C", "N", "H", "N", "H", "H", "C", "S", "H", "H", "C", "C", "N", "O", "O", "H", "C", "C", "H", "H", "H", "C", "H"], "coordinates": [[-0.644, 1.548, 4.302], [-1.997, -0.631, 1.469], [-1.887, 0.045, -4.542], [-0.848, 2.921, 0.978], [0.830, 4.776, -2.050], [-3.684, -1.694, 1.010], [2.765, -0.176, -0.502], [1.751, 0.904, 1.293], [-0.730, 3.430, 0.024], [-0.601, 4.497, 0.201], [1.042, -3.082, 0.147], [-1.063, -3.372, -4.101], [-1.640, -0.929, -4.535], [-1.076, -0.695, -2.378], [-0.628, -3.135, -2.435], [1.505, 3.373, -2.902], [-2.565, -0.058, 3.004], [2.225, -1.092, -0.698], [0.629, 2.093, 4.273], [1.885, -4.674, 1.096], [0.252, -4.896, 0.565], [0.017, -0.526, -0.749], [-2.770, -1.410, 0.700], [1.071, 1.087, 2.117], [1.067, -4.306, 0.638], [2.181, -1.386, -1.745], [-0.910, -2.753, -3.323], [2.476, 2.274, 3.200], [3.165, -2.774, 0.270], [-0.214, 0.552, 2.122], [0.763, 2.798, -0.746], [0.971, 2.697, 5.102], [-1.834, -1.485, -5.349], [-1.046, 0.776, 3.222], [2.241, -2.186, 0.326], [-0.793, -0.227, 1.114], [0.036, -2.635, -0.453], [0.434, 1.369, -1.197], [2.204, -1.777, 1.341], [-1.208, -1.448, -3.382], [1.478, 1.856, 3.193], [-1.581, 3.248, -0.631], [-1.298, 1.711, 5.147], [-0.273, 3.554, -2.763], [0.686, 3.720, -2.277], [-2.381, -1.883, -0.098]], "s2": 6.009, "de_lowest_ev": 0.293, "orbital_gap_ha": [0.34513, 0.25158], "spin_multiplicity": 5, "lumo_energy_ev": [-4.633, -7.171], "total_charge": 2, "e_homo_ev": [-14.025, -14.017]}

{"formula": "H11O6", "method": "ωB97M-V/def2-TZVPD", "symbols": ["H", "H", "H", "O", "O", "H", "H", "O", "H", "H", "O", "H", "O", "H", "O", "H", "H"], "coordinates": [[-2.375, -1.554, 0.873], [2.836, 0.289, 0.933], [-0.324, -0.667, -0.600], [-0.407, -0.357, 1.083], [-0.842, 1.746, -0.699], [-0.867, -0.297, 1.922], [1.615, 1.830, -1.111], [-3.362, -1.614, 0.805], [1.367, -0.040, 1.194], [0.957, -1.297, -0.997], [0.245, -0.792, -1.420], [-0.719, 1.047, 0.021], [2.163, 1.076, -1.343], [-3.426, -1.091, -0.006], [2.264, -0.079, 1.615], [-0.617, 1.225, -1.475], [1.601, 0.279, -1.194]], "de_lowest_ev": 0.592, "orbital_gap_ha": 0.34404, "lumo_energy_ev": 3.883, "total_charge": -1, "e_homo_ev": -5.478}

{"formula": "C11H18Br2ClN2O2P2", "method": "ωB97M-V/def2-TZVPD", "symbols": ["C", "N", "H", "H", "H", "C", "P", "H", "Br", "H", "O", "C", "C", "H", "H", "H", "C", "H", "H", "H", "H", "C", "O", "C", "H", "P", "N", "H", "H", "C", "C", "C", "Cl", "H", "C", "H", "H", "Br"], "coordinates": [[0.937, -0.833, -2.043], [0.415, 0.248, -2.549], [-1.451, -2.959, -0.213], [1.842, -3.054, -0.964], [-0.998, 4.922, 1.204], [1.340, -2.505, -0.162], [-0.727, -1.422, 1.637], [-1.971, 3.852, 2.220], [0.441, 2.211, 2.125], [-2.570, -1.065, 2.767], [-2.056, -0.561, 2.122], [2.416, -2.125, 0.884], [-0.771, 0.653, -0.524], [4.451, -1.406, 0.995], [4.150, -2.521, -0.357], [0.602, -3.191, 0.267], [-1.573, -2.895, 0.871], [-1.164, -3.805, 1.321], [2.048, -1.324, 1.531], [-0.069, 3.150, -0.057], [-2.159, 1.176, 0.997], [0.650, -1.285, -0.721], [-1.902, 1.984, -3.778], [-0.762, 2.826, 0.729], [-2.640, -2.838, 1.095], [-0.883, 2.362, -2.802], [-0.389, 0.964, -1.774], [-1.224, 3.297, -1.825], [-2.457, 4.163, 0.541], [-1.599, 4.009, 1.205], [-0.284, -0.572, 0.019], [-1.618, 1.667, 0.194], [1.982, -1.672, -3.100], [-2.375, 2.086, -0.477], [3.726, -1.708, 0.238], [0.407, 2.689, -3.219], [3.557, -0.853, -0.431], [2.680, -3.662, 2.033]], "orbital_gap_ha": 0.27659, "lumo_energy_ev": -4.993, "total_charge": 1, "e_homo_ev": -12.519}

{"formula": "C4H5O4", "method": "ωB97M-V/def2-TZVPD", "symbols": ["O", "H", "O", "H", "H", "O", "C", "C", "C", "H", "O", "C", "H"], "coordinates": [[0.828, -2.029, -0.039], [1.811, -0.975, 1.777], [-0.758, 1.400, 0.020], [2.671, -0.889, 0.193], [0.635, -0.385, -1.182], [-4.365, -0.850, -0.044], [-3.379, -0.406, 0.461], [-0.793, 0.053, 0.468], [1.697, -1.068, 0.644], [-3.426, 0.044, 1.498], [-2.232, -0.496, -0.104], [0.440, -0.648, -0.130], [-0.507, 1.525, -0.900]], "de_lowest_ev": 5.409, "orbital_gap_ha": 0.23596, "lumo_energy_ev": 4.004, "total_charge": -1, "e_homo_ev": -2.417}

{"formula": "C6H9N", "method": "ωB97M-V/def2-TZVPD", "symbols": ["H", "H", "C", "H", "N", "C", "H", "C", "H", "H", "C", "H", "C", "C", "H", "H"], "coordinates": [[0.850, 2.829, 0.312], [2.037, 0.916, -0.822], [1.252, 0.267, -0.824], [-0.884, -3.103, -1.109], [-0.726, -0.297, 2.130], [-0.704, -0.448, 0.907], [0.868, 0.129, -1.878], [0.154, 0.920, -0.031], [1.462, -0.732, -0.579], [-2.134, -1.178, -0.260], [0.085, 2.116, 0.502], [-0.399, 0.708, 2.400], [-0.555, -2.561, -0.262], [-1.112, -1.408, 0.042], [0.440, -2.806, 0.087], [-0.552, 2.390, 1.223]], "de_lowest_ev": 4.159, "orbital_gap_ha": 0.35908, "lumo_energy_ev": 0.904, "total_charge": 0, "e_homo_ev": -8.867}

{"formula": "C4H6N2O", "method": "ωB97M-V/def2-TZVPD", "symbols": ["N", "N", "H", "H", "C", "C", "H", "C", "H", "C", "H", "O", "H"], "coordinates": [[-0.796, -0.422, -1.773], [-0.168, 1.009, -0.123], [0.634, -1.567, 1.943], [-0.374, 1.578, -2.198], [-0.762, -1.154, -0.500], [-0.450, 0.779, -1.477], [1.072, 0.255, 2.253], [0.640, -0.508, 1.607], [1.542, 1.697, 0.238], [-0.045, -0.242, 0.499], [-1.752, -1.373, -0.147], [0.658, 2.039, 0.297], [-0.201, -2.093, -0.618]], "de_lowest_ev": 3.174, "orbital_gap_ha": 0.34587, "lumo_energy_ev": 0.803, "total_charge": 0, "e_homo_ev": -8.609}

{"formula": "H14O7", "method": "ωB97M-V/def2-TZVPD", "symbols": ["H", "H", "H", "H", "O", "O", "H", "O", "O", "H", "H", "H", "H", "H", "O", "O", "H", "H", "O", "H", "H"], "coordinates": [[1.413, -1.628, -1.124], [-1.792, -2.757, -1.511], [-0.741, 2.427, 1.621], [2.266, 0.397, -3.711], [1.980, 1.533, 3.615], [-0.696, 2.157, 2.545], [-1.331, -1.310, -1.586], [-2.216, -0.795, 0.088], [-0.606, 1.039, -0.895], [0.557, -2.577, -0.301], [-1.795, 0.064, -0.030], [2.556, 1.200, 4.311], [-0.172, 1.028, -0.034], [1.253, 1.950, 4.091], [1.386, -2.532, -0.792], [-1.105, -2.160, -1.192], [-0.190, 0.315, -1.376], [1.094, 0.132, -2.780], [1.383, 0.715, -3.491], [-0.086, 1.411, 2.542], [-3.158, -0.607, 0.010]], "de_lowest_ev": 3.388, "orbital_gap_ha": 0.36701, "lumo_energy_ev": -0.072, "total_charge": 0, "e_homo_ev": -10.059}

{"formula": "C10H42O16", "method": "ωB97M-V/def2-TZVPD", "symbols": ["H", "O", "C", "O", "C", "H", "O", "H", "O", "H", "H", "H", "H", "H", "H", "H", "H", "C", "H", "H", "H", "H", "C", "H", "O", "H", "H", "H", "C", "H", "H", "H", "H", "O", "O", "O", "C", "C", "H", "C", "H", "O", "H", "H", "C", "O", "H", "O", "H", "H", "O", "H", "O", "H", "O", "O", "H", "H", "H", "O", "H", "H", "H", "H", "H", "H", "C", "H"], "coordinates": [[1.512, 0.306, 0.239], [-2.790, -2.749, 4.709], [2.243, 3.841, -3.054], [2.102, -2.470, -3.901], [-0.112, -0.926, 0.554], [-2.653, 1.536, -0.918], [1.702, 0.285, -4.092], [-0.371, -2.326, 3.110], [1.383, 5.025, -5.006], [0.701, 3.249, -0.920], [-0.476, 3.334, 0.028], [0.259, -1.276, 1.517], [-4.268, -4.320, 1.967], [2.912, 3.325, -3.743], [3.340, 3.864, 1.259], [2.960, -2.804, -4.161], [1.155, 5.924, -5.253], [1.011, -0.505, -0.291], [1.242, 3.429, 1.698], [-4.794, -2.626, -0.639], [-1.277, 0.521, -2.803], [-1.486, -4.094, 5.547], [4.017, 2.306, 2.532], [-2.926, -2.370, 2.521], [0.073, -1.952, 5.075], [0.329, -3.616, 3.686], [-0.052, -3.526, -0.816], [-1.967, -4.569, 3.941], [-4.604, -3.546, -0.087], [2.598, 2.255, 0.968], [-4.895, -2.651, 1.760], [1.156, 5.823, -3.261], [-3.096, -2.925, 5.602], [5.226, 2.077, 1.809], [0.478, 3.255, 0.010], [-1.779, 1.264, -2.466], [-4.176, -3.390, 1.406], [2.952, 2.957, 1.722], [1.917, -0.648, -4.064], [1.936, 5.206, -3.707], [-2.217, 1.627, -3.236], [0.518, -4.246, -1.089], [2.705, 3.934, -2.072], [-6.267, -4.251, -0.938], [-1.724, -3.704, 4.558], [1.078, 3.167, -2.632], [-1.379, -2.336, 0.611], [1.838, 3.344, 2.446], [0.592, 3.169, -3.460], [-0.824, -0.131, 0.776], [-2.945, -2.792, 1.659], [-3.874, -4.070, -0.704], [-5.758, -4.312, -0.126], [1.962, -2.824, -3.023], [-0.796, -2.021, -0.084], [-2.945, 2.126, -0.224], [0.980, -1.707, 4.880], [3.669, 1.443, 3.101], [1.765, -1.231, -0.593], [0.608, 0.206, -1.498], [5.899, 2.323, 2.447], [0.187, 1.006, -1.175], [1.356, 0.478, -3.221], [4.280, 2.974, 3.353], [0.141, -4.550, -1.915], [-2.797, 3.003, -0.577], [-0.397, -2.886, 4.044], [2.866, 5.768, -3.790]], "de_lowest_ev": 2.860, "orbital_gap_ha": 0.36341, "lumo_energy_ev": 0.256, "total_charge": 0, "e_homo_ev": -9.633}

{"formula": "C3H10O4S", "method": "ωB97M-V/def2-TZVPD", "symbols": ["S", "O", "H", "H", "H", "O", "C", "O", "H", "H", "H", "H", "H", "H", "H", "C", "O", "C"], "coordinates": [[0.802, 1.902, -2.263], [-0.561, -0.933, 0.867], [1.940, -1.243, -1.137], [1.787, 0.253, -0.076], [-2.725, -0.490, 0.241], [1.236, -2.282, 0.853], [1.264, -0.492, -0.683], [-0.073, 2.900, 2.408], [0.527, -0.324, -2.763], [0.964, -2.672, 1.707], [1.959, 1.518, -2.755], [-0.934, 2.710, 2.808], [-2.771, -1.430, 1.441], [-0.672, -0.054, -1.564], [-0.327, 2.784, 1.482], [0.399, 0.111, -1.741], [-3.324, -1.021, 0.770], [0.509, -1.234, 0.407]], "de_lowest_ev": 0.484, "orbital_gap_ha": 0.36584, "lumo_energy_ev": 0.367, "total_charge": 0, "e_homo_ev": -9.588}